# 1
Density functional theory data (ωB97M-V with the def2-TZVPD basis set) for an isolated molecule of C26H26N2O4.

Results
- E_HOMO (eV) = -8.759
- SMILES string = Cc1ccc(Oc2ncccc2NC(=O)C[C@@H](CC(=O)O)c2ccccc2)c2c1CCC2
- spin multiplicity = 1
- Kohn-Sham gap (eV) = 9.2

Last column: natural (NBO) charge in e.
Positions of all 58 atoms, in Å:
C 6.667 2.333 1.020  -0.629
C 5.358 1.609 0.947  -0.007
C 4.568 1.419 2.076  -0.196
C 3.359 0.753 2.005  -0.242
C 2.903 0.259 0.790  0.261
O 1.640 -0.339 0.755  -0.507
C 1.572 -1.658 0.467  0.493
N 2.672 -2.346 0.262  -0.469
C 2.571 -3.643 -0.003  0.037
C 1.362 -4.304 -0.073  -0.268
C 0.191 -3.584 0.142  -0.186
C 0.281 -2.232 0.419  0.062
N -0.801 -1.379 0.660  -0.587
C -2.116 -1.680 0.714  0.705
O -2.565 -2.803 0.523  -0.657
C -3.019 -0.496 0.980  -0.497
C -3.624 0.024 -0.341  -0.216
C -4.445 -1.042 -1.100  -0.531
C -5.592 -1.630 -0.286  0.785
O -6.729 -1.261 -0.405  -0.580
O -5.258 -2.590 0.571  -0.703
C -4.461 1.261 -0.104  0.063
C -5.450 1.303 0.870  -0.239
C -6.220 2.439 1.039  -0.184
C -6.012 3.551 0.241  -0.216
C -5.027 3.520 -0.730  -0.204
C -4.259 2.382 -0.899  -0.242
C 3.673 0.432 -0.346  0.039
C 4.890 1.101 -0.255  -0.022
C 5.536 1.193 -1.606  -0.430
C 4.756 0.172 -2.449  -0.386
C 3.390 0.028 -1.761  -0.444
H 6.856 2.692 2.028  0.217
H 6.669 3.184 0.339  0.218
H 7.482 1.673 0.726  0.218
H 4.906 1.796 3.030  0.209
H 2.757 0.610 2.889  0.221
H 3.512 -4.151 -0.161  0.197
H 1.320 -5.359 -0.290  0.225
H -0.772 -4.064 0.101  0.259
H -0.517 -0.423 0.835  0.427
H -3.815 -0.814 1.654  0.243
H -2.469 0.318 1.456  0.223
H -2.791 0.304 -1.000  0.211
H -4.878 -0.568 -1.983  0.243
H -3.786 -1.852 -1.422  0.228
H -4.291 -2.808 0.553  0.513
H -5.641 0.445 1.496  0.216
H -6.990 2.453 1.796  0.214
H -6.616 4.436 0.374  0.214
H -4.857 4.381 -1.360  0.213
H -3.495 2.363 -1.664  0.206
H 6.603 0.973 -1.575  0.217
H 5.417 2.206 -2.001  0.211
H 4.663 0.479 -3.490  0.211
H 5.272 -0.788 -2.422  0.205
H 2.998 -0.986 -1.835  0.228
H 2.653 0.710 -2.197  0.210

***

# 2
Density functional theory data (ωB97M-V with the def2-TZVPD basis set) for a structure of composition C26H26N3PSeSn.

Results
- E_HOMO (eV) = -13.596
- spin multiplicity = 1
- energy above the lowest of the compared OMol25 structures with the same formula, charge and spin (eV) = 1.880
- Kohn-Sham gap (eV) = 6.5
- charge = +2

Last column: natural (NBO) charge in e.
Positions of all 58 atoms, in Å:
Sn 1.012 0.276 -0.661  1.282
C -3.636 -1.761 2.005  -0.419
N -2.816 -0.954 2.906  -0.327
C -1.750 -0.216 2.596  0.315
Se -1.113 0.036 0.845  -0.313
N -1.281 0.353 3.711  -0.499
C -2.070 -0.015 4.800  0.100
C -2.020 0.313 6.148  -0.216
C -3.008 -0.226 6.946  -0.169
C -4.007 -1.065 6.424  -0.176
C -4.046 -1.394 5.084  -0.221
C -3.051 -0.847 4.283  0.159
H -3.215 -1.726 1.007  0.242
H -4.651 -1.369 1.984  0.237
H -3.651 -2.790 2.357  0.236
H -0.491 0.976 3.736  0.443
H -1.253 0.957 6.556  0.241
H -3.017 0.007 8.003  0.245
H -4.766 -1.458 7.086  0.245
H -4.815 -2.040 4.679  0.242
C -1.877 -1.500 -3.869  -0.915
P -0.536 -0.732 -2.894  0.805
C 0.941 -1.715 -3.284  -0.405
C 1.608 -1.694 -4.509  -0.140
C 2.735 -2.479 -4.695  -0.197
C 3.202 -3.298 -3.672  -0.170
C 2.529 -3.354 -2.460  -0.190
C 1.407 -2.555 -2.265  -0.246
C -0.249 0.889 -3.667  -0.288
C -1.343 1.719 -3.928  -0.244
C -1.149 3.037 -4.311  -0.166
C 0.137 3.550 -4.438  -0.187
C 1.232 2.741 -4.179  -0.200
C 1.044 1.422 -3.775  -0.287
H -1.632 -1.441 -4.929  0.256
H -2.824 -0.998 -3.682  0.253
H -1.967 -2.543 -3.571  0.261
H 1.242 -1.073 -5.318  0.224
H 3.250 -2.460 -5.647  0.240
H 4.090 -3.897 -3.823  0.240
H 2.863 -4.026 -1.681  0.233
H 0.844 -2.632 -1.337  0.214
H -2.352 1.333 -3.853  0.223
H -2.004 3.667 -4.516  0.236
H 0.283 4.576 -4.750  0.238
H 2.235 3.125 -4.313  0.232
H 1.906 0.782 -3.633  0.225
C 4.151 2.594 2.827  -0.113
C 3.973 3.119 1.556  -0.224
C 3.150 2.448 0.673  0.050
N 2.518 1.314 0.999  -0.585
C 2.695 0.808 2.229  0.031
C 3.503 1.415 3.168  -0.224
H 4.791 3.095 3.541  0.250
H 4.463 4.033 1.250  0.254
H 2.989 2.821 -0.333  0.214
H 2.175 -0.118 2.447  0.205
H 3.624 0.971 4.147  0.247

***

# 3
Density functional theory data (ωB97M-V with the def2-TZVPD basis set) for a structure of composition C26H26N5Pt.

Results
- E_HOMO (eV) = -9.730
- spin multiplicity = 1
- energy above the lowest of the compared OMol25 structures with the same formula, charge and spin (eV) = 2.159
- Kohn-Sham gap (eV) = 6.0
- charge = +1

Last column: natural (NBO) charge in e.
Positions of all 58 atoms, in Å:
Pt -0.825 -0.165 -1.174  0.811
C -0.521 0.495 -4.778  -0.236
C -1.123 -0.531 -4.087  -0.139
C -0.408 -1.273 -3.115  -0.422
C 0.955 -0.970 -2.911  0.138
C 1.564 0.063 -3.630  -0.164
C 0.828 0.784 -4.546  -0.149
N 1.793 -1.777 -2.115  -0.263
N 1.455 -1.955 -0.901  0.199
C 3.583 -1.845 0.279  0.197
C 4.815 -2.403 0.595  -0.246
C 5.824 -1.554 1.011  -0.144
C 5.564 -0.193 1.091  -0.249
C 4.302 0.259 0.748  0.053
N 3.319 -0.550 0.348  -0.452
H -1.076 1.057 -5.516  0.238
H -2.150 -0.802 -4.293  0.235
H -0.805 -2.223 -2.772  0.267
H 2.613 0.264 -3.464  0.240
H 1.309 1.579 -5.101  0.236
H 4.978 -3.470 0.513  0.226
H 6.801 -1.946 1.263  0.231
H 6.325 0.506 1.408  0.234
H 4.062 1.314 0.793  0.203
C -1.971 0.694 4.457  -0.604
C -1.194 1.594 3.492  -0.430
C -2.007 2.021 2.293  -0.056
C -2.817 3.145 2.441  -0.171
C -3.552 3.677 1.398  -0.214
C -3.465 3.086 0.148  -0.184
C -2.688 1.955 -0.035  -0.091
C -2.666 1.324 -1.410  -0.393
C -3.729 0.241 -1.625  -0.614
C -1.984 1.391 1.039  0.217
N -1.249 0.231 0.718  -0.577
C -0.695 -0.676 1.552  0.051
C 0.197 -1.578 1.066  0.006
C 0.783 -2.723 1.703  -0.186
C 1.777 -3.373 1.096  -0.250
C 2.431 -2.764 -0.111  -0.102
N 0.463 -1.381 -0.309  -0.276
H -1.339 0.359 5.279  0.220
H -2.387 -0.185 3.959  0.196
H -2.815 1.239 4.881  0.222
H -0.262 1.123 3.177  0.212
H -0.899 2.498 4.026  0.226
H -2.835 3.633 3.408  0.218
H -4.158 4.560 1.547  0.228
H -3.999 3.510 -0.694  0.215
H -1.584 1.226 -1.883  0.182
H -2.867 2.117 -2.140  0.269
H -3.604 -0.604 -0.949  0.225
H -3.743 -0.121 -2.652  0.216
H -4.699 0.691 -1.413  0.240
H -0.983 -0.708 2.591  0.230
H 0.365 -3.070 2.638  0.240
H 2.206 -4.284 1.485  0.239
H 2.786 -3.510 -0.819  0.255

***

# 4
Density functional theory data (ωB97M-V with the def2-TZVPD basis set) for a structure of composition C26H26N5Y.

Results
- E_HOMO (alpha / beta) (eV) = -13.128 / -13.284
- spin multiplicity = 1
- energy above the lowest of the compared OMol25 structures with the same formula, charge and spin (eV) = 2.317
- Kohn-Sham gap (alpha / beta) (eV) = 5.7 / 6.1
- charge = +2

Last column: natural (NBO) charge in e.
Positions of all 58 atoms, in Å:
Y 0.165 0.446 0.441  2.180
C -4.190 3.648 2.446  -0.199
C -3.190 3.321 3.381  -0.180
C -2.284 2.291 3.096  -0.253
C -2.515 1.420 1.970  0.082
C -3.569 1.760 1.105  -0.234
C -4.420 2.839 1.364  -0.178
N -1.627 0.344 1.706  -0.725
C -1.782 -0.836 2.467  0.182
C -2.522 -0.997 3.680  -0.244
C -2.424 -2.169 4.397  -0.144
C -1.679 -3.283 3.926  -0.147
C -1.044 -3.215 2.709  -0.241
C -0.967 -1.920 2.125  0.252
N 0.063 -1.668 1.170  -0.486
N 1.207 -2.366 1.360  -0.214
C 2.280 -1.511 1.481  0.340
C 3.523 -2.068 1.934  -0.225
C 4.612 -1.260 2.089  -0.122
C 4.496 0.132 1.857  -0.257
C 3.227 0.673 1.656  0.068
N 2.119 -0.075 1.319  -0.722
H -4.766 4.544 2.643  0.238
H -3.101 3.957 4.292  0.241
H -1.525 2.117 3.838  0.224
H -3.740 1.212 0.187  0.215
H -5.255 2.937 0.600  0.240
H -3.104 -0.178 4.074  0.250
H -2.957 -2.221 5.360  0.249
H -1.460 -4.119 4.606  0.248
H -0.520 -4.011 2.138  0.261
H 3.596 -3.155 1.927  0.260
H 5.600 -1.705 2.432  0.260
H 5.388 0.798 1.790  0.257
H 3.155 1.795 1.713  0.220
C 1.269 -0.581 -5.484  -0.395
N 2.278 -0.664 -4.302  -0.348
C 2.161 -1.964 -3.468  -0.397
C 2.310 0.631 -3.510  -0.244
C 0.954 0.864 -2.971  -0.094
C 0.183 1.851 -3.577  -0.185
C -1.163 1.956 -3.432  -0.225
C -1.784 1.198 -2.435  -0.150
C -0.993 0.246 -1.802  -0.423
C 0.437 0.233 -1.854  -0.519
H 1.573 -1.399 -6.128  0.235
H 1.424 0.373 -5.938  0.231
H 0.261 -0.682 -5.062  0.241
H 3.256 -0.680 -4.753  0.441
H 1.250 -2.080 -2.935  0.253
H 3.037 -1.967 -2.804  0.228
H 2.369 -2.726 -4.191  0.229
H 2.687 1.453 -4.131  0.236
H 2.999 0.495 -2.686  0.231
H 0.746 2.627 -4.123  0.222
H -1.711 2.636 -4.126  0.249
H -2.847 1.303 -2.220  0.237
H -1.485 -0.596 -1.348  0.249